# 1
The following is a DFT calculation (the ωB97M-V functional and the def2-TZVPD basis) of a molecular structure, C3H5CaO4 in a non-equilibrium geometry.

Structure (XYZ):
```
13
Properties=species:S:1:pos:R:3
Ca 2.5723 0.0132 -0.0669
O 0.6411 -0.3701 -1.1396
O 0.7522 0.1497 1.0453
O -0.9684 1.1093 -0.1250
O -1.0572 -1.0524 0.4367
C -2.3386 -0.7372 -0.0868
C -0.1855 -0.0096 0.1677
C -2.3481 0.7837 -0.0094
H -2.7319 1.1439 0.9563
H -2.4267 -1.0985 -1.1228
H -3.1020 -1.2146 0.5361
H 0.1995 -0.0074 -1.9127
H -2.8968 1.2600 -0.8287
```

The value obtained for the maximum force is 1.09 eV Å⁻¹. Its calculated total energy is -1095.87519 a.u. The spin multiplicity is 2. Its charge is 0. The value obtained for the relative energy (zero: lowest compared OMol25 entry of this formula, charge and spin) is 27.4 kcal per mole. The value obtained for the HOMO-LUMO gap (alpha / beta) is 5.28 / 10.39 eV.

***

# 2
The following is a DFT calculation (the ωB97M-V functional and the def2-TZVPD basis) of 2 unconnected molecules or ions with the total composition C3H5Cl.

Structure (XYZ):
```
9
Properties=species:S:1:pos:R:3
Cl -2.6293 -1.1064 -0.3750
C 0.5245 -1.1393 0.9806
C 0.6909 1.2195 -0.1948
C 0.5887 -0.0742 0.4393
H 0.4447 -2.0647 1.4657
H -0.2722 1.5031 -0.6207
H 1.4360 1.1873 -0.9910
H -1.7712 -1.4977 -1.2376
H 0.9881 1.9724 0.5336
```

Its SMILES is C#CC.Cl. The value obtained for the maximum force is 0.62 eV Å⁻¹. Its calculated total energy is -577.42943 a.u. Its charge is 0. The value obtained for the relative energy (zero: lowest compared OMol25 entry of this formula, charge and spin) is 27.5 kcal per mole. The value obtained for the HOMO-LUMO gap is 10.83 eV.

***

# 3
The following is a DFT calculation (the ωB97M-V functional and the def2-TZVPD basis) of C3H5Cl in the gas phase in a non-equilibrium geometry.

Structure (XYZ):
```
9
Properties=species:S:1:pos:R:3
Cl 1.0705 0.3457 2.3796
C 0.3002 0.4489 -0.7103
C -0.2931 -0.8837 -0.1456
C -0.2146 0.3302 0.6916
H -1.0379 0.9940 0.8747
H -0.4197 1.0305 -1.1663
H -1.1635 -1.2099 -0.7297
H 0.5126 -1.5559 -0.1488
H 1.2455 0.5002 -1.0453
```

Its SMILES is ClC1CC1. The value obtained for the maximum force is 4.20 eV Å⁻¹. Its calculated total energy is -577.41187 a.u. Its charge is 0. The value obtained for the relative energy (zero: lowest compared OMol25 entry of this formula, charge and spin) is 38.5 kcal per mole. The value obtained for the HOMO-LUMO gap is 10.77 eV.

***

# 4
The following is a DFT calculation (the ωB97M-V functional and the def2-TZVPD basis) of C3H5Cl2N in the gas phase in a non-equilibrium geometry.

Structure (XYZ):
```
11
Properties=species:S:1:pos:R:3
Cl 2.2430 1.3713 -1.0505
Cl 0.0740 0.0450 2.3644
N -1.5690 -0.0958 -0.3853
C 0.7192 -0.3111 0.7863
C -0.1824 -0.4015 -0.4042
C 0.7893 0.7575 -0.2754
H 0.3341 -1.1203 -1.1167
H 1.5507 -1.0634 0.8372
H -2.1680 -0.0934 -1.2567
H 0.0928 1.6383 -0.0015
H -1.8836 -0.7267 0.5024
```

Its SMILES is NC1[C@H](Cl)[C@H]1Cl. The value obtained for the maximum force is 4.34 eV Å⁻¹. Its calculated total energy is -1092.37784 a.u. Its charge is 0. The value obtained for the relative energy (zero: lowest compared OMol25 entry of this formula, charge and spin) is 34.5 kcal per mole. The value obtained for the HOMO-LUMO gap is 10.03 eV.

***

# 5
The following is a DFT calculation (the ωB97M-V functional and the def2-TZVPD basis) of a molecular structure, C3H5Cl2N in a non-equilibrium geometry.

Structure (XYZ):
```
11
Properties=species:S:1:pos:R:3
Cl 2.4519 -1.0821 0.5183
Cl 1.9009 1.7760 0.3591
N 0.9877 -0.1737 -1.3622
C -0.3431 -0.1777 1.1660
C -1.3907 0.4233 0.6322
C 1.2638 0.0991 -0.0024
H -0.3692 -0.5393 2.1425
H -2.2804 0.2665 1.2020
H -1.2885 0.9910 -0.2850
H 1.0997 0.5667 -2.0672
H 1.3176 -1.1202 -1.5975
```

The value obtained for the maximum force is 5.45 eV Å⁻¹. Its calculated total energy is -1092.35111 a.u. Its charge is 0. The value obtained for the relative energy (zero: lowest compared OMol25 entry of this formula, charge and spin) is 51.3 kcal per mole. The value obtained for the HOMO-LUMO gap is 10.27 eV.

***

# 6
The following is a DFT calculation (the ωB97M-V functional and the def2-TZVPD basis) of 2 unconnected molecules or ions with the total composition C3H5Cl2N in a non-equilibrium geometry.

Structure (XYZ):
```
11
Properties=species:S:1:pos:R:3
Cl -1.0313 2.7907 0.6974
Cl 4.9835 -0.9730 -0.2475
N 1.9230 0.8658 1.5286
C -0.2769 1.2371 0.3198
C -1.0314 0.1976 -0.4922
C 0.9380 1.0315 0.7856
H 2.8100 0.8592 1.1540
H -1.4622 -0.5861 0.1994
H -0.5205 -0.3981 -1.3446
H 5.0803 -1.9428 -1.1197
H -1.8160 0.7916 -1.1555
```

Its SMILES is CC(Cl)=C=N.Cl. The value obtained for the maximum force is 4.02 eV Å⁻¹. Its calculated total energy is -1092.37504 a.u. Its charge is 0. The value obtained for the relative energy (zero: lowest compared OMol25 entry of this formula, charge and spin) is 36.3 kcal per mole. The value obtained for the HOMO-LUMO gap is 9.16 eV.

***

# 7
The following is a DFT calculation (the ωB97M-V functional and the def2-TZVPD basis) of a molecular structure, C3H5Cl2N2O in a non-equilibrium geometry.

Structure (XYZ):
```
13
Properties=species:S:1:pos:R:3
Cl -1.7542 2.9368 -0.3514
Cl -3.9812 0.7203 1.4804
O 1.8805 -0.0990 2.0247
N 0.2228 0.1055 0.4832
N 1.4641 -0.0095 0.8430
C 0.9890 -1.1502 -1.2365
C -0.0292 -0.3768 -0.7335
C 2.0878 -1.3018 -0.5092
H -0.9736 -0.1726 -1.2022
H 2.9997 -1.7868 -0.7732
H 0.9069 -1.5079 -2.2994
H -0.4209 0.7471 0.9176
H -3.3916 1.8949 1.3564
```

The value obtained for the maximum force is 5.52 eV Å⁻¹. Its calculated total energy is -1222.34548 a.u. Its charge is -1. The value obtained for the relative energy (zero: lowest compared OMol25 entry of this formula, charge and spin) is 56.6 kcal per mole. The value obtained for the HOMO-LUMO gap (alpha / beta) is 7.50 / 7.50 eV.

***

# 8
The following is a DFT calculation (the ωB97M-V functional and the def2-TZVPD basis) of 2 unconnected molecules or ions with the total composition C3H5Cl2O2 in a non-equilibrium geometry.

Structure (XYZ):
```
12
Properties=species:S:1:pos:R:3
Cl 0.0156 -2.0846 0.6249
Cl 3.0008 -0.8729 0.7835
O -3.1123 1.4121 1.4813
O -3.8389 1.7768 0.6952
C 0.4225 -0.4197 0.2246
C 1.8042 -0.3780 -0.3898
C -0.6105 0.1416 -0.6622
H -1.4542 -0.4521 -0.9491
H 1.8579 -1.0502 -1.2478
H -0.5606 1.1589 -0.9965
H 2.0394 0.6309 -0.7377
H 0.4360 0.1373 1.1736
```

The value obtained for the maximum force is 7.13 eV Å⁻¹. Its calculated total energy is -1187.97149 a.u. The spin multiplicity is 4. Its charge is 0. The value obtained for the relative energy (zero: lowest compared OMol25 entry of this formula, charge and spin) is 0.0 kcal per mole. The value obtained for the HOMO-LUMO gap (alpha / beta) is 9.93 / 10.31 eV.

***

# 9
The following is a DFT calculation (the ωB97M-V functional and the def2-TZVPD basis) of C3H5ClF2 in the gas phase in a non-equilibrium geometry.

Structure (XYZ):
```
11
Properties=species:S:1:pos:R:3
Cl -0.8141 1.1896 -1.9954
F -0.5879 -0.2326 2.3353
F 0.5195 -0.9872 -2.0974
C -0.2241 -0.6414 0.0873
C -0.0225 0.3448 1.2398
C 0.2890 0.0620 -1.2476
H 0.4597 -1.4148 0.2112
H 1.1698 0.7156 -1.0399
H 1.0455 0.5277 1.3344
H -1.3108 -0.8656 0.0488
H -0.5241 1.3018 1.1234
```

Its SMILES is FCC[C@@H](F)Cl. The value obtained for the maximum force is 4.28 eV Å⁻¹. Its calculated total energy is -777.21291 a.u. Its charge is 0. The value obtained for the relative energy (zero: lowest compared OMol25 entry of this formula, charge and spin) is 10.0 kcal per mole. The value obtained for the HOMO-LUMO gap is 12.05 eV.

***

# 10
The following is a DFT calculation (the ωB97M-V functional and the def2-TZVPD basis) of 2 unconnected molecules or ions with the total composition C3H5ClF3N4O6P in a non-equilibrium geometry.

Structure (XYZ):
```
23
Properties=species:S:1:pos:R:3
Cl 0.7236 -3.2676 -2.5634
P -2.4518 0.1033 0.3753
F -1.3380 3.1662 0.1051
F -0.2824 2.9804 2.3637
F 1.0057 3.4860 0.4169
O 1.6360 -2.1630 -2.7863
O 1.4813 -4.4677 -2.2658
O -0.1477 -2.9570 -1.4467
O -0.0749 -3.4829 -3.7544
O -3.0054 0.9174 -1.0611
O -3.2763 0.6310 1.8158
N 1.5076 -0.9393 0.6424
N 2.7634 1.1198 1.0751
N 0.1405 1.2218 0.7522
N -0.6767 0.1189 0.5442
C 0.0163 -1.2363 0.4464
C 1.5299 0.5605 0.8399
C -0.1840 2.6919 0.9030
H 3.3149 1.6705 0.3645
H -0.4112 -2.3079 0.2477
H 3.1472 1.0030 2.0606
H -2.1931 1.2960 -1.5488
H -3.2248 -0.1449 2.4736
```

The value obtained for the maximum force is 8.10 eV Å⁻¹. Its calculated total energy is -1888.39161 a.u. Its charge is 0. The value obtained for the HOMO-LUMO gap is 6.19 eV.